No. 1
{"formula": "C4H6OS", "method": "ωB97M-V/def2-TZVPD", "elements": ["C", "C", "S", "H", "H", "C", "C", "O", "H", "H", "H", "H"], "positions_angstrom": [[2.450, -1.308, -0.044], [2.206, -0.039, -0.127], [2.033, 1.499, -0.288], [1.928, -1.970, -0.818], [3.013, -1.868, 0.709], [-1.705, 1.186, 0.123], [-1.613, -0.341, 0.046], [-0.580, -0.929, -0.216], [-0.684, 1.569, 0.521], [-2.543, 1.570, 0.753], [-1.789, 1.433, -0.963], [-2.716, -0.804, 0.303]], "lumo_energy_ev": 0.13, "smiles": "C=C=S.CC=O", "relative_energy_kj_mol": 261.9, "homo_energy_ha": -0.30799, "e_tot_ev": -17125.4160}



No. 2
{"formula": "C28H17N7O8S2SeW", "method": "ωB97M-V/def2-TZVPD", "elements": ["W", "O", "C", "C", "C", "C", "C", "C", "C", "N", "C", "C", "N", "C", "C", "C", "C", "C", "C", "C", "O", "H", "H", "H", "H", "H", "H", "H", "H", "H", "H", "H", "H", "H", "H", "S", "C", "C", "N", "C", "S", "C", "N", "O", "C", "O", "C", "C", "C", "C", "C", "C", "N", "O", "O", "N", "O", "O", "H", "H", "H", "Se", "C", "N"], "positions_angstrom": [[0.317, -0.726, -0.809], [-1.610, -0.855, -1.088], [-2.568, -1.616, -1.611], [-3.858, -1.713, -1.014], [-4.934, -2.310, -1.656], [-4.628, -2.937, -2.938], [-3.350, -2.981, -3.438], [-2.295, -2.222, -2.830], [-0.976, -2.246, -3.324], [0.099, -1.751, -2.827], [1.348, -2.132, -3.561], [2.280, -0.961, -3.466], [2.323, -0.559, -2.057], [3.458, -0.001, -1.736], [3.774, 0.542, -0.484], [4.939, 1.302, -0.314], [5.257, 1.773, 0.982], [4.430, 1.538, 2.088], [3.280, 0.741, 1.926], [2.892, 0.367, 0.591], [1.786, -0.307, 0.353], [-3.907, -1.174, -0.073], [-6.001, -2.352, -1.373], [-5.491, -3.349, -3.451], [-3.151, -3.573, -4.332], [-0.747, -2.868, -4.175], [1.009, -2.242, -4.654], [1.758, -3.027, -3.156], [2.008, -0.154, -4.182], [3.267, -1.257, -3.772], [4.253, 0.034, -2.446], [5.632, 1.335, -1.160], [6.238, 2.270, 1.086], [4.819, 1.877, 3.080], [2.676, 0.424, 2.758], [0.988, -2.998, -0.599], [1.236, -3.294, 1.106], [2.197, -4.370, 1.284], [3.001, -5.159, 1.174], [0.528, -2.665, 2.051], [-0.619, -1.429, 1.487], [0.482, -3.167, 3.441], [0.462, -3.607, 4.511], [0.932, 2.463, 0.506], [-0.165, 2.030, 0.684], [-0.656, 0.910, 0.151], [-1.038, 2.497, 1.802], [-2.365, 2.240, 1.841], [-3.124, 2.890, 2.815], [-2.540, 3.650, 3.818], [-1.204, 3.735, 3.880], [-0.404, 3.218, 2.873], [-0.539, 4.459, 5.017], [0.657, 4.459, 5.183], [-1.246, 5.046, 5.746], [-4.618, 2.908, 2.717], [-5.171, 3.926, 3.028], [-5.121, 1.934, 2.162], [-2.922, 1.819, 1.077], [-3.218, 4.042, 4.562], [0.650, 3.241, 2.793], [-0.228, 1.308, -2.480], [-0.115, 0.644, -4.231], [-0.167, 0.380, -5.337]], "lumo_energy_ev": -2.44, "relative_energy_kj_mol": 130.2, "homo_energy_ha": -0.32218, "e_tot_ev": -144958.3063}



No. 3
{"formula": "C6H15NO3", "method": "ωB97M-V/def2-TZVPD", "elements": ["C", "C", "O", "C", "C", "C", "C", "O", "O", "H", "H", "H", "H", "H", "H", "H", "H", "H", "H", "H", "H", "N", "H", "H", "H"], "positions_angstrom": [[0.643, 1.078, 2.603], [-0.273, 1.348, 1.428], [0.251, 0.703, 0.285], [-0.585, 0.713, -0.860], [-0.458, 2.018, -1.637], [-0.203, -0.480, -1.726], [-0.376, -1.879, -1.148], [-0.120, -2.847, -1.876], [-1.493, -1.944, -0.370], [0.708, 0.002, 2.811], [1.657, 1.449, 2.396], [0.259, 1.587, 3.497], [-1.289, 0.966, 1.638], [-0.353, 2.432, 1.243], [-1.631, 0.593, -0.530], [-1.067, 1.970, -2.551], [-0.812, 2.871, -1.044], [0.588, 2.195, -1.923], [-0.817, -0.453, -2.638], [0.842, -0.394, -2.059], [-1.835, -2.847, -0.405], [1.435, -2.257, 0.574], [1.531, -1.325, 0.986], [2.276, -2.535, 0.075], [1.122, -2.964, 1.233]], "lumo_energy_ev": 0.82, "smiles": "CCO[C@@H](C)CC(=O)O.N", "relative_energy_kj_mol": 106.0, "homo_energy_ha": -0.34728, "e_tot_ev": -14097.6696}



No. 4
{"formula": "C9H21N2O", "method": "ωB97M-V/def2-TZVPD", "elements": ["C", "C", "C", "C", "C", "C", "C", "C", "C", "N", "N", "O", "H", "H", "H", "H", "H", "H", "H", "H", "H", "H", "H", "H", "H", "H", "H", "H", "H", "H", "H", "H", "H"], "positions_angstrom": [[0.077, 0.312, -0.422], [-2.520, -1.995, -0.690], [1.421, 4.508, -1.034], [0.135, -1.655, 2.650], [-1.521, -2.937, -0.088], [1.243, 3.082, -0.509], [1.076, -1.510, 1.510], [-0.057, -2.557, -0.561], [-0.045, 2.599, 0.122], [0.173, 0.302, -1.727], [0.549, -1.468, 0.195], [-0.044, 1.199, 0.494], [-2.529, -0.989, -0.187], [-2.327, -1.923, -1.684], [-3.680, -2.312, -0.658], [0.772, 4.632, -1.789], [1.149, 5.326, -0.173], [2.499, 4.590, -1.361], [0.574, -1.689, 3.587], [-0.485, -0.787, 2.813], [-0.568, -2.581, 2.596], [-1.617, -3.979, -0.473], [-1.397, -2.992, 1.000], [2.105, 2.838, 0.246], [1.487, 2.403, -1.367], [1.710, -2.364, 1.460], [1.819, -0.780, 1.502], [0.621, -3.349, -0.280], [0.035, -2.418, -1.559], [-0.075, 3.095, 1.136], [-0.979, 2.911, -0.355], [0.503, -0.567, -2.030], [-0.104, 1.057, -2.366]], "lumo_energy_ev": -3.23, "charge": 1, "relative_energy_kj_mol": 417.2, "homo_energy_ha": -0.45458, "e_tot_ev": -14690.3595}



Quick rundown of HOMO-LUMO gap, same order as above: 8.5, 6.3, 10.3, 9.1 eV